Record 1
Entry from the Open Molecules 2025 dataset: an isolated ion of composition C25H36ClI3N5O4 and charge +1 (the ωB97M-V functional and the def2-TZVPD basis).

Values from the calculation:
Total charge ... +1
LUMO energy ... -3.81 eV
Max |F| ... 6.6 eV/A
Orbital gap ... 7.14 eV

The geometry in XYZ format:
```
74
Properties=species:S:1:pos:R:3:forces:R:3
C 2.819974 2.255776 -2.882027 -1.1 -0.5 0.8
C 1.755362 1.643816 -2.837190 1.2 -0.2 0.9
C 0.538732 0.714604 -2.617680 0.9 0.2 -2.0
C 0.075832 0.362996 -1.127937 -1.4 4.2 -0.8
C 0.552586 1.304888 0.124470 2.4 -1.5 -0.5
C 0.173375 2.858234 0.071233 -0.5 1.2 0.4
C -1.096447 3.366589 -0.678003 -2.2 0.3 0.7
O -2.233791 3.477016 -0.268671 2.6 -0.8 -0.4
I -0.851945 4.106471 -2.749467 0.2 -0.2 0.6
N 2.013287 1.448450 0.151661 -1.4 -0.8 0.2
C 2.674601 2.090590 1.268946 3.1 0.3 0.9
C 3.729556 3.225559 0.768631 -1.3 0.3 0.3
C 3.258145 4.695675 1.241182 0.9 0.3 -1.2
C 3.230540 5.654750 -0.055528 -0.3 0.5 0.6
C -0.168236 0.374024 1.272696 -2.3 2.5 0.6
O -1.474755 0.981735 1.489679 0.5 -1.0 -1.1
Cl 0.345114 0.688326 3.035642 0.6 -0.8 -1.5
C -0.132414 -1.177850 0.770863 0.9 0.0 3.9
C -1.056064 -2.276206 1.543247 -1.5 -0.6 -0.8
C -1.873125 -1.784478 2.784360 -0.6 -1.2 1.4
C -2.745096 -3.059741 3.312295 0.7 -0.1 -0.8
N -4.204961 -2.806311 3.303101 0.6 0.1 -0.2
C 1.212484 -1.707349 1.458114 1.1 -2.4 0.0
O 2.422679 -0.956413 1.442347 -1.5 0.9 -1.4
N 3.420584 -1.769988 2.001507 0.4 0.5 2.5
O 3.610543 -1.371909 3.098393 0.6 -1.0 -1.4
N -0.256607 -1.110321 -0.759485 -0.2 0.6 -0.9
C -1.690549 -1.106296 -1.320441 -4.4 -0.7 -1.7
C -2.008130 -1.215723 -2.779735 0.0 0.0 -1.0
C -3.387452 -1.181465 -3.394742 1.5 0.5 6.4
C -4.344056 -1.011137 -2.255309 0.0 -0.2 -1.6
C -3.975354 -0.858644 -0.850668 0.2 -0.3 -1.9
N -2.690899 -0.901128 -0.413605 0.8 -0.4 -1.8
C 0.503779 -2.193847 -1.468678 1.3 -2.0 -2.2
I 2.694720 -1.904418 -1.683758 -0.4 1.9 0.8
C 0.159716 -3.709800 -1.127222 -0.4 -0.9 -0.2
C -1.163698 -4.293610 -1.821281 0.7 0.8 -0.9
I 1.781146 -4.892368 -2.079720 -1.3 -1.1 0.3
H 3.764213 2.838934 -2.681907 -1.7 -1.0 -0.8
H 0.750602 -0.203149 -3.269477 -0.2 1.1 1.2
H -0.322429 1.214323 -3.186837 1.0 -0.7 1.1
H -0.981653 0.812034 -1.191868 1.5 -0.9 0.2
H 1.028434 3.462984 -0.387253 -1.1 -1.4 0.4
H 0.123140 3.225475 1.155034 -0.4 -0.6 -1.4
H 2.527256 0.736265 -0.360905 -0.1 0.2 0.6
H 3.326524 1.326931 1.824039 -1.2 0.9 -0.5
H 2.053102 2.594916 2.058500 0.1 -0.9 -1.2
H 3.677344 3.229999 -0.359747 0.3 -0.2 1.2
H 4.786238 3.003865 1.116461 -1.3 0.2 -0.5
H 2.248807 4.701956 1.751519 1.1 -0.1 -0.6
H 4.009981 5.144225 1.958613 -0.9 -0.7 -0.7
H 2.200421 5.724281 -0.532059 1.2 -0.3 0.6
H 3.951756 5.301350 -0.855476 -0.7 0.5 1.1
H 3.497473 6.715245 0.265231 -0.3 -1.3 -0.6
H -1.912076 1.236801 0.658532 0.1 -0.2 0.2
H -1.790485 -2.794254 0.829339 0.9 1.2 0.7
H -0.460759 -3.197590 1.877029 -0.3 1.6 -0.4
H -1.219046 -1.511315 3.680826 -0.7 0.0 -1.6
H -2.635286 -0.969837 2.602784 1.3 -0.8 -0.1
H -2.367314 -3.396781 4.335322 -0.7 0.6 -1.3
H -2.548631 -3.933187 2.601815 -0.3 1.0 1.0
H -4.383221 -1.842943 3.610167 -0.1 -0.6 -0.2
H -4.597619 -2.936850 2.359341 0.3 0.2 0.7
H 1.483123 -2.757326 1.070832 -0.6 1.4 0.2
H 1.014407 -1.899680 2.572434 -0.4 0.6 -1.7
H -1.182223 -1.302364 -3.559916 -1.0 0.0 1.4
H -3.632244 -1.267815 -4.484397 0.4 0.1 1.4
H -5.445422 -0.999301 -2.524208 1.5 0.1 0.6
H -4.792869 -0.705993 -0.079530 1.3 -0.2 -1.1
H 0.357248 -2.205272 -2.601757 -0.5 0.7 1.8
H 0.199576 -4.046809 -0.060989 0.1 0.8 -1.0
H -1.089870 -3.988201 -2.922841 -0.3 -0.5 1.4
H -2.123473 -3.849210 -1.422542 1.1 -0.7 -0.2
H -1.134179 -5.422227 -1.813298 -0.2 1.4 0.3
```
Forces are in eV/Å.

Record 2
Entry from the Open Molecules 2025 dataset: an isolated ion of composition C4H6NO and charge +1 (the ωB97M-V functional and the def2-TZVPD basis).

Values from the calculation:
Relative energy (zero: lowest compared OMol25 entry of this formula, charge and spin) ... 3.681 eV
Total charge ... +1
LUMO energy ... -4.40 eV
Max |F| ... 5.0 eV/A
SMILES ... O=CC[NH+]1C=C1
Orbital gap ... 10.39 eV

The geometry in XYZ format:
```
12
Properties=species:S:1:pos:R:3:forces:R:3
O -1.511043 1.502645 -0.179202 -0.1 -1.1 0.0
C -1.525678 0.319137 -0.418499 -0.7 -0.1 -1.4
C -0.631974 -0.703658 0.237252 0.1 -0.4 0.8
N 0.772287 0.020439 0.438969 -0.2 -3.7 1.0
C 0.907880 1.509553 0.287355 0.0 -0.9 0.6
C 1.434086 0.771035 -0.628159 -2.1 2.0 4.1
H -2.160007 -0.152694 -1.220499 0.0 0.7 0.6
H -1.166112 -0.884243 1.267821 1.5 0.2 -1.6
H -0.610843 -1.721608 -0.370305 0.5 2.3 1.3
H 1.410849 -0.597561 1.074807 -1.3 1.9 -1.2
H 0.429836 2.239722 0.946990 0.7 0.0 -0.7
H 1.799788 0.694599 -1.547613 1.6 -0.8 -3.6
```
Forces are in eV/Å.

Record 3
Entry from the Open Molecules 2025 dataset: one molecule with the formula C4H12N2 (the ωB97M-V functional and the def2-TZVPD basis).

Values from the calculation:
Relative energy (zero: lowest compared OMol25 entry of this formula, charge and spin) ... 1.450 eV
Total charge ... 0
LUMO energy ... 1.08 eV
Max |F| ... 4.5 eV/A
SMILES ... C[C@H](N)CCN
Orbital gap ... 10.07 eV

The geometry in XYZ format:
```
18
Properties=species:S:1:pos:R:3:forces:R:3
C 1.680338 -0.910718 -1.113919 -0.4 0.3 -1.1
C 0.747130 0.232995 -0.448816 1.6 -3.6 -2.3
N 1.455035 0.353500 0.812022 -1.6 1.1 1.7
C -0.617834 -0.516699 -0.381436 -0.1 1.0 3.5
C -1.405873 -0.000426 0.891872 -1.6 -1.6 -2.0
N -1.936389 1.343565 0.782781 -0.1 -0.1 0.8
H 1.081603 -1.631856 -1.684999 0.1 0.4 -0.4
H 2.117014 -1.538766 -0.339621 -0.1 0.4 0.3
H 2.505923 -0.574947 -1.753154 -0.2 0.2 0.1
H 0.671412 1.121058 -1.091438 0.1 0.0 0.3
H 2.272831 0.948367 0.787778 0.0 0.0 -0.5
H 0.850633 0.765355 1.526517 0.2 0.0 -0.1
H -1.385598 -0.426936 -1.142389 0.7 0.5 -0.8
H -0.503137 -1.602843 -0.229246 0.4 0.4 0.0
H -0.982778 -0.260302 1.859876 0.3 0.2 -0.1
H -2.318789 -0.639404 0.758365 0.6 0.3 0.9
H -1.370410 2.064579 0.366721 0.1 -0.2 -0.2
H -2.861112 1.273475 0.399087 0.0 0.6 -0.3
```
Forces are in eV/Å.

> Among the records above, which one has the lowest LUMO energy?

C4H6NO

> max |F| of number 3 (C4H12N2)?

4.5 eV/A